[1]
{"formula": "C7H12O7Si", "method": "ωB97M-V with the def2-TZVPD basis set", "relative_energy_kj_mol": 220.2, "symbols": ["C", "C", "C", "C", "C", "C", "C", "O", "O", "O", "O", "O", "O", "O", "Si", "H", "H", "H", "H", "H", "H", "H", "H", "H", "H", "H", "H"], "coordinates": [[1.1764, -2.2835, 1.9443], [0.7822, 0.2231, -2.1137], [-1.0834, -0.1486, 0.4368], [0.1799, 2.3603, -3.1836], [-2.5161, -0.9377, 2.1858], [1.2772, 2.0959, 0.8737], [0.8415, -2.5801, -0.3690], [1.1241, -1.0579, 1.9442], [1.6398, -0.0149, -2.8913], [-1.5875, 0.9807, 0.4868], [0.2345, 2.8448, 0.4696], [1.1072, -3.0742, 0.9105], [0.0559, 1.4152, -2.1495], [-1.4615, -1.1496, 1.2381], [0.5096, -0.6376, -0.4866], [1.2550, -2.8081, 2.9220], [0.1348, 1.8985, -4.1807], [0.9577, 2.9716, -2.8970], [-0.6803, 3.0118, -3.0930], [-3.4038, -1.5837, 1.9705], [-2.9451, 0.0163, 2.0548], [-2.1089, -1.1276, 3.1039], [1.2700, 1.5461, 1.7986], [2.0814, 1.9413, 0.2216], [-0.0144, -3.2695, -0.7441], [1.7615, -2.9747, -0.9043], [-0.5878, 2.3421, 0.4516]]}

=====

[2]
{"formula": "C3H4N2O", "method": "ωB97M-V with the def2-TZVPD basis set", "smiles": "Cc1ncon1", "relative_energy_kj_mol": 150.0, "symbols": ["C", "C", "N", "O", "C", "N", "H", "H", "H", "H"], "coordinates": [[-1.6141, 0.0658, -0.0039], [-0.1212, -0.0678, -0.2177], [0.5110, -0.7706, -1.1294], [1.8458, -0.6589, -0.7630], [1.8699, 0.1361, 0.3241], [0.7054, 0.5355, 0.7111], [-2.2177, -0.4681, -0.7418], [-1.8683, -0.3234, 0.9977], [-1.9078, 1.1250, 0.0010], [2.7970, 0.4263, 0.8219]]}

=====

[3]
{"formula": "C6H17ClFN2O2P2", "method": "ωB97M-V with the def2-TZVPD basis set", "total_charge": 1, "e_tot_ev": -47381.5570, "symbols": ["C", "C", "F", "N", "P", "N", "P", "O", "Cl", "H", "H", "H", "H", "H", "H", "H", "H", "H", "C", "C", "C", "O", "C", "H", "H", "H", "H", "H", "H", "H", "H"], "coordinates": [[3.5932, 2.2419, 1.5323], [2.0677, 2.6215, 1.3289], [2.0461, 3.5643, 0.2806], [1.2151, 1.4796, 0.8305], [-0.5428, 1.9100, 0.7997], [-1.1685, 2.2184, 2.2295], [1.6512, -0.0413, 1.7457], [2.0339, -1.1931, 0.5451], [0.0057, -0.8586, 2.7387], [3.9211, 1.4960, 0.7501], [3.7939, 1.7909, 2.5372], [4.1683, 3.1913, 1.3554], [1.6280, 3.1486, 2.2124], [1.5000, 1.3332, -0.1614], [-0.6809, 3.1157, 0.0346], [-1.1794, 0.8594, 0.0675], [-0.4322, 2.0786, 2.9302], [2.4773, -0.7066, -0.1740], [-1.0337, -2.0914, -2.0792], [-1.7896, -3.1597, -1.3179], [-2.9131, -2.3564, -0.6914], [-3.1972, -1.2702, -1.5843], [-2.1565, -1.1929, -2.5635], [-0.4206, -2.4822, -2.8917], [-0.3809, -1.5383, -1.3920], [-2.1977, -3.8954, -2.0161], [-1.1834, -3.6891, -0.5823], [-2.6052, -1.9294, 0.2705], [-3.8169, -2.9469, -0.5358], [-2.5611, -1.5449, -3.5174], [-1.8418, -0.1529, -2.6820]]}

=====

[4]
{"formula": "C43H117N7O12", "method": "ωB97M-V with the def2-TZVPD basis set", "smiles": "COC[C@H](C)N.COC[C@H](C)N.COC[C@H](C)N.COC[C@H](C)N.COC[C@H](C)N.COC[C@H](C)N.COC[C@H](C)N.CC(C)O.CC(C)O.CC(C)O.CC(C)O.CC(C)O", "relative_energy_kj_mol": 0.0, "symbols": ["C", "C", "C", "O", "H", "H", "H", "H", "H", "H", "H", "H", "C", "C", "C", "O", "H", "H", "H", "H", "H", "H", "H", "H", "C", "C", "C", "O", "H", "H", "H", "H", "H", "H", "H", "H", "C", "C", "C", "O", "H", "H", "H", "H", "H", "H", "H", "H", "C", "C", "C", "O", "H", "H", "H", "H", "H", "H", "H", "H", "C", "C", "C", "O", "C", "N", "H", "H", "H", "H", "H", "H", "H", "H", "H", "H", "H", "C", "C", "C", "O", "C", "N", "H", "H", "H", "H", "H", "H", "H", "H", "H", "H", "H", "C", "C", "C", "O", "C", "N", "H", "H", "H", "H", "H", "H", "H", "H", "H", "H", "H", "C", "C", "C", "O", "C", "N", "H", "H", "H", "H", "H", "H", "H", "H", "H", "H", "H", "C", "C", "C", "O", "C", "N", "H", "H", "H", "H", "H", "H", "H", "H", "H", "H", "H", "C", "C", "C", "O", "C", "N", "H", "H", "H", "H", "H", "H", "H", "H", "H", "H", "H", "C", "C", "C", "O", "C", "N", "H", "H", "H", "H", "H", "H", "H", "H", "H", "H", "H"], "coordinates": [[-4.1419, 5.1042, 1.7978], [-2.9364, 4.2498, 1.9300], [-3.1308, 3.0398, 0.9697], [-1.7779, 4.9249, 1.5013], [-4.0218, 6.0056, 2.3674], [-5.0335, 4.5736, 2.0966], [-4.2920, 5.3166, 0.7396], [-2.7784, 3.9290, 2.9652], [-3.4157, 3.4077, -0.0322], [-3.7576, 2.2863, 1.4144], [-2.1694, 2.6237, 0.8725], [-1.5496, 5.4148, 2.2963], [4.3431, 1.1171, 5.6525], [3.2293, 0.1524, 5.2001], [3.0468, 0.1248, 3.6171], [3.4992, -1.1315, 5.6961], [4.2179, 2.0463, 5.1284], [5.2894, 0.6789, 5.3618], [4.2976, 1.2798, 6.7367], [2.2295, 0.5105, 5.5596], [2.2149, -0.5300, 3.3276], [3.9303, -0.3211, 3.1579], [2.8128, 1.1416, 3.2875], [2.7043, -1.5847, 5.9797], [-2.2326, -3.9567, -0.4453], [-2.4213, -4.2181, -1.9182], [-3.3196, -5.4361, -2.1031], [-2.8885, -2.9613, -2.4959], [-1.6583, -3.0498, -0.2213], [-1.6628, -4.7804, -0.0634], [-3.2343, -3.8617, 0.0282], [-1.4630, -4.4674, -2.4082], [-2.6325, -6.2922, -2.1217], [-3.8874, -5.3174, -3.0466], [-3.9050, -5.5682, -1.2005], [-2.1645, -2.7660, -3.1107], [0.7833, 0.9961, 0.7674], [0.3255, -0.4126, 0.3923], [0.5284, -0.6005, -1.0993], [1.0519, -1.3906, 1.0660], [0.5569, 1.2145, 1.7852], [0.3093, 1.7736, 0.1815], [1.8940, 1.1979, 0.7083], [-0.7339, -0.6195, 0.6374], [0.0341, 0.1833, -1.6845], [0.0540, -1.5301, -1.4576], [1.5689, -0.6106, -1.2851], [2.0453, -1.1174, 0.9957], [-2.9387, -1.8618, 2.5209], [-3.3201, -0.5126, 3.1423], [-2.1369, 0.4213, 3.1266], [-4.4584, 0.0710, 2.4915], [-2.6619, -2.6577, 3.2171], [-2.0854, -1.7739, 1.8869], [-3.8105, -2.1862, 1.9087], [-3.6099, -0.6288, 4.1947], [-1.8814, 0.5437, 2.1057], [-1.2771, -0.0540, 3.6320], [-2.2612, 1.4079, 3.5006], [-4.3251, 0.0109, 1.5293], [1.0744, -1.6196, -4.5473], [-0.3106, -1.5546, -5.2255], [-0.8032, -2.8945, -5.7590], [0.0327, -3.2334, -6.8829], [-0.5073, -4.2880, -7.6634], [-1.2371, -1.0913, -4.1960], [0.9905, -2.2213, -3.6415], [1.3746, -0.6696, -4.2227], [1.8673, -1.9380, -5.2109], [-0.2485, -0.9322, -6.1032], [-1.8658, -2.7727, -6.0696], [-0.7486, -3.6874, -4.9887], [0.3038, -4.6079, -8.2838], [-1.3319, -3.9260, -8.3092], [-0.8871, -5.1117, -7.0467], [-0.8219, -0.2780, -3.7322], [-2.0909, -0.8034, -4.6783], [3.6415, 0.9553, -3.1652], [3.8238, 2.3867, -2.6247], [4.7198, 2.4246, -1.3638], [4.1236, 1.6582, -0.3734], [4.8329, 1.7565, 0.8389], [4.3269, 3.3616, -3.6077], [4.5981, 0.6064, -3.6131], [2.9757, 0.9503, -4.0274], [3.2876, 0.2490, -2.3787], [2.8615, 2.7617, -2.2963], [4.7734, 3.5107, -1.0120], [5.7166, 2.0802, -1.7113], [5.8584, 1.4714, 0.6520], [4.3114, 1.1455, 1.5438], [4.8628, 2.8006, 1.2229], [3.7056, 3.2902, -4.3899], [5.2657, 3.1572, -3.9050], [5.0340, -3.0666, -1.2564], [3.7296, -2.7076, -0.5237], [3.2353, -3.9137, 0.2983], [2.5238, -4.8224, -0.5133], [1.1336, -4.3782, -0.7941], [3.7719, -1.4429, 0.2941], [5.3829, -2.2687, -1.9571], [4.8599, -4.0006, -1.8134], [5.8526, -3.2437, -0.5478], [2.9498, -2.5281, -1.3116], [2.6997, -3.5501, 1.1962], [4.1587, -4.4157, 0.6684], [0.4315, -4.9392, -0.1585], [1.0690, -4.6068, -1.8671], [1.0755, -3.3088, -0.5779], [3.9941, -0.6637, -0.3050], [4.4415, -1.5170, 1.0755], [2.3135, -3.9834, 4.1408], [0.7953, -3.6306, 4.2497], [0.5086, -2.2968, 4.8695], [1.1087, -2.0552, 6.1288], [0.6069, -2.6791, 7.2719], [0.2070, -3.7103, 2.8894], [2.4843, -4.8664, 3.4864], [2.5501, -4.1072, 5.1671], [2.8742, -3.0882, 3.8036], [0.3121, -4.4228, 4.8233], [-0.6265, -2.1619, 5.0118], [0.8718, -1.5855, 4.1162], [0.8240, -3.7404, 7.2139], [-0.4872, -2.4771, 7.4462], [1.1459, -2.3316, 8.1549], [-0.7797, -3.5338, 3.0480], [0.5620, -2.9011, 2.3724], [1.3060, 4.1707, 2.7722], [0.0468, 3.8732, 3.5414], [0.2929, 2.8064, 4.5774], [-0.8959, 2.7462, 5.3554], [-1.0246, 1.6033, 6.1979], [-0.5092, 5.0951, 4.0584], [1.6578, 3.2734, 2.2711], [2.0822, 4.6475, 3.3517], [0.9566, 4.7670, 1.9497], [-0.6319, 3.4900, 2.7556], [1.1840, 3.0446, 5.1819], [0.4322, 1.8112, 4.0912], [-0.2912, 1.6576, 6.9530], [-0.8705, 0.7424, 5.5744], [-2.0787, 1.6261, 6.5045], [0.1834, 5.6865, 4.4671], [-1.2309, 4.9516, 4.7606], [-2.8372, 0.1887, -1.3690], [-4.3056, 0.5109, -1.4630], [-4.8731, 0.2970, -2.8559], [-6.1703, 0.8534, -2.8141], [-6.7623, 1.1033, -4.0664], [-4.9770, -0.1480, -0.3821], [-2.6808, -0.8147, -1.7409], [-2.4778, 0.3158, -0.3626], [-2.2332, 0.8176, -1.9839], [-4.4043, 1.5995, -1.2437], [-4.8901, -0.7443, -3.1998], [-4.3665, 0.8039, -3.6722], [-6.0220, 1.5796, -4.7420], [-7.5624, 1.8458, -3.8479], [-7.1473, 0.1758, -4.5416], [-4.8886, -1.1430, -0.6571], [-5.9503, 0.0848, -0.4083], [-0.2772, 2.9415, -6.2895], [0.2798, 3.7049, -5.0760], [0.1837, 2.8007, -3.8412], [-1.1651, 2.6007, -3.4486], [-1.7348, 3.7356, -2.7039], [1.6468, 4.1444, -5.3431], [-0.5525, 3.6143, -7.1018], [-1.1673, 2.3563, -5.9690], [0.5492, 2.3119, -6.6213], [-0.3536, 4.6282, -4.8686], [0.6800, 3.2836, -2.9854], [0.6395, 1.7788, -4.0691], [-1.7395, 4.6026, -3.3893], [-1.1457, 4.0014, -1.8255], [-2.7386, 3.3936, -2.5158], [1.9117, 4.9207, -4.7400], [1.8425, 4.3218, -6.3340]]}